<P>
C6H5NO3 | the ωB97M-V functional and the def2-TZVPD basis

ORCA input file:
```
! wB97M-V def2-TZVPD RIJCOSX def2/J DEFGRID3
* xyz 0 1
O 2.87 -1.70 -0.35
N 2.41 -0.46 0.04
O 3.18 0.46 0.56
C 1.05 -0.13 -0.13
C 0.74 1.14 0.00
C -0.64 1.55 -0.22
C -1.66 0.68 -0.02
C -1.18 -0.73 0.03
O -2.11 -1.74 0.25
C 0.10 -1.13 -0.10
H 1.39 1.97 -0.05
H -0.79 2.74 -0.45
H -2.62 1.00 -0.10
H -2.98 -1.45 0.76
H 0.25 -2.20 -0.23
*
```

Calculated values
- Structure (SMILES): O=[N+]([O-])c1cccc(O)c1
- Kohn-Sham gap: 8.03 eV
- HOMO level: -9.43 eV



<Q>
C6H5NO3 | the ωB97M-V functional and the def2-TZVPD basis

ORCA input file:
```
! wB97M-V def2-TZVPD RIJCOSX def2/J DEFGRID3
* xyz 0 1
C 1.94 1.58 -0.73
C 0.93 0.62 -0.18
C -0.25 0.11 -0.59
C -0.88 -0.67 0.48
O -1.37 -2.04 0.01
C -2.59 -2.21 -0.46
N -3.67 -2.34 -0.84
C 0.26 -0.42 1.70
O 0.17 -0.81 2.82
O 1.17 0.31 1.21
H 1.40 2.46 -1.27
H 2.61 1.20 -1.56
H 2.59 2.21 -0.02
H -0.60 0.12 -1.61
H -1.72 -0.13 1.06
*
```

Calculated values
- Structure (SMILES): CC1=C[C@@H](OC#N)C(=O)O1
- Kohn-Sham gap: 10.10 eV
- HOMO level: -10.20 eV



Energies relative to the minimum, eV: <P> 2.139; <Q> 0.000



<P>
C2H3NO2S | the ωB97M-V functional and the def2-TZVPD basis

ORCA input file:
```
! wB97M-V def2-TZVPD RIJCOSX def2/J DEFGRID3
* xyz 0 1
O 2.53 1.03 -1.13
C 1.69 0.38 -0.64
C 0.31 0.36 0.00
N 1.28 -0.81 -0.15
H 0.24 0.79 1.00
H -0.64 0.34 -0.59
H 1.76 -1.16 0.67
O -3.94 -1.10 0.47
S -3.22 0.18 0.37
*
```

Calculated values
- Structure (SMILES): O=C1CN1.O=S
- Kohn-Sham gap (spin up / spin down): 7.77 / 7.58 eV
- HOMO level (spin up / spin down): -9.54 / -9.39 eV



<Q>
C2H3NO2S | the ωB97M-V functional and the def2-TZVPD basis

ORCA input file:
```
! wB97M-V def2-TZVPD RIJCOSX def2/J DEFGRID3
* xyz 0 1
C 1.54 0.50 -0.09
C -0.30 -0.16 0.04
N -1.39 0.71 -0.08
O -1.29 1.85 -0.52
O -2.43 0.13 0.21
S -0.60 -1.84 -0.23
H 2.36 -0.19 -0.33
H 1.75 1.45 0.44
H 0.37 -2.45 0.54
*
```

Calculated values
- Kohn-Sham gap (spin up / spin down): 8.06 / 8.18 eV
- HOMO level (spin up / spin down): -9.87 / -9.07 eV



<R>
C2H3NO2S | the ωB97M-V functional and the def2-TZVPD basis

ORCA input file:
```
! wB97M-V def2-TZVPD RIJCOSX def2/J DEFGRID3
* xyz 0 1
C 0.26 -0.20 -0.02
C -1.24 0.16 -0.05
H 3.36 0.85 0.55
H 0.51 -1.29 -0.21
H -2.86 -0.49 -0.14
N 1.14 0.71 0.05
O -2.04 -0.94 0.03
O -1.82 1.27 -0.11
S 2.69 -0.07 -0.11
*
```

Calculated values
- Kohn-Sham gap: 9.31 eV
- HOMO level: -9.75 eV



<S>
C2H3NO2S | the ωB97M-V functional and the def2-TZVPD basis

ORCA input file:
```
! wB97M-V def2-TZVPD RIJCOSX def2/J DEFGRID3
* xyz 0 1
C 0.88 -0.07 -0.82
C 1.04 1.10 -0.16
N -1.59 -0.96 0.84
O -1.58 -0.91 -0.34
O -2.21 -1.38 1.74
S 0.92 1.26 1.56
H 0.95 -0.20 -1.89
H 0.58 -0.90 -0.23
H 1.01 2.05 -0.70
*
```

Calculated values
- Kohn-Sham gap (spin up / spin down): 8.00 / 6.86 eV
- HOMO level (spin up / spin down): -9.27 / -8.90 eV



Energies relative to the minimum, eV: <P> 2.627; <Q> 6.963; <R> 0.000; <S> 4.511



<P>
C5H10O2 | the ωB97M-V functional and the def2-TZVPD basis

ORCA input file:
```
! wB97M-V def2-TZVPD RIJCOSX def2/J DEFGRID3
* xyz 0 1
C 1.78 -1.12 -1.10
C 0.85 0.03 -0.82
O 0.99 0.53 0.54
C -0.42 0.75 0.63
C -1.04 0.44 1.97
C -0.64 -0.20 -0.56
O -1.58 0.23 -1.51
H 1.65 -1.47 -2.14
H 2.81 -0.80 -0.97
H 1.58 -1.95 -0.42
H 0.98 0.84 -1.55
H -0.65 1.81 0.36
H -0.49 0.94 2.78
H -2.08 0.78 2.00
H -1.01 -0.64 2.15
H -0.87 -1.22 -0.25
H -1.86 1.05 -1.10
*
```

Calculated values
- Structure (SMILES): C[C@@H]1O[C@H](C)[C@H]1O
- Kohn-Sham gap: 10.82 eV
- HOMO level: -9.83 eV



<Q>
C5H10O2 | the ωB97M-V functional and the def2-TZVPD basis

ORCA input file:
```
! wB97M-V def2-TZVPD RIJCOSX def2/J DEFGRID3
* xyz 0 1
O 0.95 1.41 -0.89
C -0.04 1.30 0.11
C 0.39 0.35 1.23
C 0.76 -1.01 0.62
C 0.02 -1.38 -0.69
O -0.80 -0.40 -1.34
C -1.27 0.66 -0.52
H 0.64 0.82 -1.61
H -0.24 2.30 0.49
H -0.45 0.25 1.93
H 1.24 0.75 1.80
H 0.59 -1.81 1.35
H 1.84 -1.00 0.42
H -0.62 -2.25 -0.53
H 0.76 -1.65 -1.45
H -1.97 0.30 0.25
H -1.80 1.36 -1.18
*
```

Calculated values
- Structure (SMILES): O[C@@H]1CCCOC1
- Kohn-Sham gap: 10.82 eV
- HOMO level: -9.88 eV



<R>
C5H10O2 | the ωB97M-V functional and the def2-TZVPD basis

ORCA input file:
```
! wB97M-V def2-TZVPD RIJCOSX def2/J DEFGRID3
* xyz 0 1
C 0.57 -0.39 1.88
C -0.32 -0.42 0.67
O -0.30 -1.67 -0.03
C -1.60 0.34 0.49
C -0.35 0.81 -0.19
C 1.12 0.91 -1.88
O -0.20 0.28 -1.67
H 0.19 -1.00 2.70
H 1.57 -0.74 1.61
H 0.65 0.65 2.20
H -1.05 -2.19 0.29
H -2.41 -0.17 -0.04
H -1.92 1.04 1.26
H 0.90 1.97 -1.94
H 1.77 0.75 -1.02
H 1.52 0.49 -2.80
H -0.18 -0.72 -1.61
*
```

Calculated values
- Kohn-Sham gap: 8.03 eV
- HOMO level: -7.29 eV



Energies relative to the minimum, eV: <P> 0.325; <Q> 0.000; <R> 4.301



<P>
C22H26N2O3 | the ωB97M-V functional and the def2-TZVPD basis

ORCA input file:
```
! wB97M-V def2-TZVPD RIJCOSX def2/J DEFGRID3
* xyz 0 1
O 1.20 3.21 4.23
C 1.53 2.05 4.23
O 2.70 1.63 4.71
C 0.62 0.92 3.75
C 1.38 -0.38 3.45
C 0.57 -1.24 2.53
C -0.55 -1.93 2.99
C -1.32 -2.68 2.12
C -0.99 -2.75 0.78
C 0.13 -2.07 0.31
C 0.90 -1.33 1.19
N -0.10 1.38 2.57
C 0.71 1.83 1.54
O 1.93 1.86 1.65
N 0.07 2.20 0.41
C -1.34 2.02 0.13
C -1.54 1.08 -1.07
C -0.78 1.61 -2.29
C -1.02 0.76 -3.55
C -0.66 -0.69 -3.39
C 0.64 -1.13 -3.63
C 0.96 -2.47 -3.50
C -0.01 -3.39 -3.14
C -1.30 -2.96 -2.91
C -1.62 -1.62 -3.03
C 0.70 1.73 -1.92
C 0.85 2.67 -0.72
H 3.25 2.39 4.96
H -0.13 0.75 4.53
H 2.33 -0.12 2.98
H 1.59 -0.89 4.40
H -0.81 -1.88 4.04
H -2.19 -3.21 2.49
H -1.59 -3.32 0.09
H 0.40 -2.13 -0.73
H 1.77 -0.80 0.82
H -0.90 1.96 2.78
H -1.84 1.59 1.00
H -1.78 3.00 -0.09
H -2.60 1.01 -1.28
H -1.17 0.09 -0.81
H -1.15 2.62 -2.51
H -0.44 1.19 -4.36
H -2.08 0.83 -3.81
H 1.39 -0.43 -3.93
H 1.97 -2.80 -3.69
H 0.25 -4.44 -3.04
H -2.07 -3.68 -2.63
H -2.64 -1.30 -2.85
H 1.28 2.12 -2.75
H 1.09 0.74 -1.65
H 1.89 2.73 -0.40
H 0.50 3.67 -1.00
*
```

Calculated values
- Structure (SMILES): O=C(O)[C@H](Cc1ccccc1)NC(=O)N1CCC(Cc2ccccc2)CC1
- Kohn-Sham gap: 9.62 eV
- HOMO level: -8.89 eV



<Q>
C22H26N2O3 | the ωB97M-V functional and the def2-TZVPD basis

ORCA input file:
```
! wB97M-V def2-TZVPD RIJCOSX def2/J DEFGRID3
* xyz 0 1
C 6.83 0.57 -1.49
C 6.80 -0.27 -0.21
O 5.63 -1.04 -0.09
C 4.46 -0.45 0.30
C 4.31 0.88 0.68
C 3.07 1.36 1.08
C 1.97 0.53 1.12
C 0.61 1.02 1.52
N -0.32 0.97 0.40
C -0.12 1.97 -0.63
C -0.86 3.28 -0.33
C -1.26 0.00 0.37
O -1.32 -0.86 1.24
C -2.23 0.01 -0.81
C -3.45 -0.79 -0.49
C -3.52 -2.13 -0.28
N -4.80 -2.49 0.04
C -5.58 -1.38 0.06
C -6.94 -1.23 0.34
C -7.46 0.04 0.28
C -6.67 1.14 -0.04
C -5.33 1.00 -0.32
C -4.76 -0.27 -0.27
C 2.11 -0.80 0.74
C 3.34 -1.30 0.33
O 3.57 -2.59 -0.06
C 2.49 -3.49 -0.02
H 6.72 -0.09 -2.35
H 7.78 1.09 -1.57
H 6.02 1.29 -1.50
H 6.95 0.37 0.67
H 7.61 -1.01 -0.24
H 5.15 1.55 0.68
H 2.98 2.40 1.37
H 0.67 2.05 1.89
H 0.19 0.38 2.30
H 0.96 2.17 -0.68
H -0.42 1.58 -1.60
H -0.68 3.99 -1.13
H -1.93 3.10 -0.25
H -0.51 3.71 0.61
H -2.52 1.03 -1.06
H -1.70 -0.43 -1.67
H -2.74 -2.87 -0.34
H -5.10 -3.43 0.27
H -7.55 -2.08 0.59
H -8.51 0.19 0.49
H -7.12 2.12 -0.07
H -4.73 1.87 -0.57
H 1.24 -1.44 0.77
H 2.90 -4.44 -0.35
H 1.69 -3.19 -0.70
H 2.09 -3.60 0.99
*
```

Calculated values
- Structure (SMILES): CCOc1ccc(CN(CC)C(=O)Cc2c[nH]c3ccccc23)cc1OC
- Kohn-Sham gap: 8.42 eV
- HOMO level: -7.69 eV



Energies relative to the minimum, eV: <P> 0.000; <Q> 2.005